Density functional theory data (ωB97M-V/def2-TZVPD) for a structure of composition C36H54BF6KN11O5S4.

Properties
E_HOMO, eV: -5.9
Frontier orbital gap, eV: 7.9413
LUMO energy, Eh: 0.077
Net charge: -1
M, g mol⁻¹: 1013.1
Relative energy (zero: lowest compared OMol25 entry of this formula, charge and spin), kcal/mol: 0.0
2S+1: 1

The geometry in XYZ format:
```
118
C36H54BF6KN11O5S4, DFT ωB97M-V/def2-TZVPD
K -1.04399 -0.06784 -0.36530
C 3.16941 -4.54133 -0.72183
C 2.13916 -3.90608 0.15068
C 1.33873 -4.55223 1.07392
C 0.37778 -3.59385 1.45157
N 0.59279 -2.46192 0.80783
N 1.70848 -2.62643 0.04277
B 2.08039 -1.34120 -0.76336
N 2.03308 -1.46702 -2.29367
N 0.84347 -1.14606 -2.85263
C 0.97183 -1.29247 -4.15938
C 2.28868 -1.67508 -4.47801
C 2.93128 -1.77062 -3.25732
C 4.37702 -2.01853 -2.98814
C -0.20778 -1.00417 -5.05884
C -1.36136 -1.95024 -4.70490
C -0.66594 0.44384 -4.84484
C 0.18067 -1.20294 -6.52356
N 3.23403 -0.43552 -0.23205
N 2.85346 0.86341 -0.20757
C 3.83422 1.56170 0.32669
C 4.89742 0.70273 0.67836
C 4.47961 -0.55824 0.29772
C 5.16885 -1.85744 0.53313
C 3.66214 3.03807 0.58673
C 5.02315 3.73979 0.57804
C 2.75405 3.66102 -0.47526
C 3.00423 3.20869 1.96655
C -0.83123 -3.77376 2.34001
C -2.04822 -4.05166 1.44763
C -0.61918 -4.96040 3.28549
C -1.08304 -2.51703 3.17645
H 3.32040 -5.57499 -0.41185
H 2.83419 -4.54647 -1.76203
H 4.13336 -4.04683 -0.67973
H 1.41464 -5.58290 1.38021
H 1.13915 -0.68402 -0.50616
H 2.71976 -1.83640 -5.45277
H 4.89665 -2.24924 -3.91763
H 4.84318 -1.13678 -2.54132
H 4.52780 -2.85782 -2.31421
H -1.65943 -1.82324 -3.66533
H -2.22945 -1.74733 -5.33985
H -1.06475 -2.99166 -4.84782
H -0.96672 0.59328 -3.80599
H 0.13622 1.14611 -5.08727
H -1.52640 0.66763 -5.48425
H 0.48720 -2.23533 -6.70961
H -0.66947 -0.97996 -7.17255
H 1.00539 -0.54480 -6.80810
H 5.83136 0.95226 1.15707
H 6.14170 -1.68254 0.99132
H 4.58740 -2.50142 1.19782
H 5.34332 -2.39390 -0.39828
H 5.52785 3.59886 -0.38102
H 4.89632 4.81212 0.74669
H 5.67460 3.35418 1.36589
H 3.19082 3.56035 -1.47156
H 1.78044 3.17014 -0.47493
H 2.61024 4.72501 -0.26288
H 3.62113 2.75680 2.74855
H 2.87913 4.27065 2.20211
H 2.02406 2.72626 1.99008
H -1.87458 -4.92810 0.81893
H -2.93770 -4.23403 2.05865
H -2.25148 -3.19922 0.79862
H -0.51278 -5.89727 2.73334
H 0.27463 -4.81749 3.89763
H -1.47855 -5.06269 3.95218
H -1.17020 -1.63240 2.54750
H -2.01260 -2.62406 3.74302
H -0.26655 -2.35390 3.88383
C -1.59302 4.75927 1.81897
C -1.58864 3.76499 2.93096
N -0.71446 2.81359 3.01256
C -0.90566 2.04569 4.13220
C -1.96483 2.41544 4.91362
S -2.73847 3.77659 4.22172
C 0.01505 0.95389 4.42558
C 0.14316 0.34645 5.64395
S 1.36840 -0.85097 5.55176
C 1.62674 -0.45242 3.88617
N 0.86129 0.49693 3.45067
C 2.61693 -1.15262 3.02981
H -0.93344 4.38082 1.03957
H -1.22778 5.72974 2.16112
H -2.59257 4.89576 1.40396
H -2.32393 1.93479 5.80832
H -0.39186 0.56425 6.55319
H 3.62033 -1.10387 3.45857
H 2.61850 -0.65469 2.06452
H 2.34124 -2.20063 2.88235
F -4.65440 0.70944 -4.34432
C -5.32855 0.42153 -3.23614
F -6.23112 -0.50164 -3.52217
F -5.96250 1.52382 -2.83973
S -4.13894 -0.19052 -1.94280
O -2.91946 0.51908 -2.21763
O -4.12884 -1.60820 -2.10943
N -4.84865 0.33036 -0.64499
S -4.43132 -0.23598 0.76376
O -4.83992 0.68174 1.77672
O -3.09966 -0.76443 0.77838
C -5.53253 -1.70447 1.03091
F -6.75575 -1.44783 0.57373
F -5.06055 -2.77483 0.40847
F -5.62193 -1.97675 2.32836
C -3.93994 3.99887 -2.21463
N -3.13782 3.48667 -1.12492
C -1.83320 3.10974 -1.27156
N -1.19030 3.53207 -2.41068
O -1.25260 2.46721 -0.40413
H -4.95627 4.15132 -1.86053
H -3.98391 3.30938 -3.06467
H -3.55324 4.96225 -2.55273
H -3.61215 2.93446 -0.42553
H -1.72819 3.63622 -3.25454
H -0.29458 3.08349 -2.52996
```